Molecular formula: C18H28ClN4O5
Method: DFT, the ωB97M-V functional and the def2-TZVPD basis

```
! RIJCOSX wB97M-V def2-TZVPD def2/J DEFGRID3
* xyz -1 1
C 2.0674 0.2357 -3.2138
O 1.5433 -0.6502 -2.2253
C 0.6947 0.0564 -1.2814
N 1.2441 1.3423 -0.8625
C 0.3338 2.4805 -1.0890
C 1.0763 3.6468 -1.9147
C 0.4033 3.9456 -3.2824
N 0.7928 3.1925 -4.4307
O -0.4171 4.8392 -3.3622
C 1.7946 1.3221 0.4841
Cl 0.5085 0.9407 1.7843
C 2.8851 0.1874 0.5545
C 4.1274 0.5101 1.4659
C 5.3296 1.1234 0.6277
O 4.6260 -0.7853 1.9414
C 2.4054 2.7413 0.9095
O 3.2557 3.3180 0.2093
O 1.9639 3.2978 1.9757
H 2.8383 0.9488 -2.8367
H 1.2148 0.7204 -3.7503
H 2.5829 -0.4169 -3.9739
H 0.5368 -0.6706 -0.4438
H -0.3026 0.1430 -1.7998
H -0.0387 2.9439 -0.1343
H -0.5797 2.2326 -1.6814
H 2.1034 3.2379 -2.1233
H 1.1789 4.5368 -1.2586
H 1.8169 3.1750 -4.4288
H 0.4347 3.6352 -5.2763
H 2.4543 -0.7809 0.9212
H 3.2848 0.0330 -0.4839
H 3.8999 1.0932 2.3849
H 5.4229 2.2280 0.7711
H 5.1668 0.9728 -0.4738
H 6.3114 0.6677 0.8996
H 4.8761 -1.2478 1.1247
N -2.6192 -0.5070 0.8857
C -3.8519 -0.2130 1.3941
C -4.7863 -0.9232 0.6788
C -4.0846 -1.6787 -0.2957
C -2.7492 -1.4017 -0.1399
H -1.7457 -0.1232 1.2163
H -3.9600 0.4747 2.2172
H -5.8533 -0.9023 0.8391
H -4.5093 -2.3488 -1.0266
H -1.8828 -1.7630 -0.6706
N -4.2144 -3.5350 2.4776
C -4.9621 -3.9639 3.5382
C -4.6488 -5.2794 3.7745
C -3.6691 -5.6553 2.8210
C -3.4208 -4.5558 2.0372
H -4.2438 -2.6047 2.0803
H -5.6522 -3.2989 4.0321
H -5.0750 -5.9010 4.5466
H -3.1987 -6.6210 2.7205
H -2.7500 -4.4133 1.2057
*
```

Values from the calculation:
LUMO ... 0.098 Eh
HOMO energy ... -4.91 eV
Strongest force on any atom ... 4.0 eV/Å
Gap between HOMO and LUMO ... 0.2782 Eh

Molecular formula: C18H28F9NO10S
Method: DFT, the ωB97M-V functional and the def2-TZVPD basis

```
! RIJCOSX wB97M-V def2-TZVPD def2/J DEFGRID3
* xyz 0 1
N 1.4212 -4.2428 0.8240
C 0.6271 -3.4589 0.2352
C -0.5015 -2.6878 0.8737
C -0.8175 -1.2700 0.3360
C -0.4699 -0.1619 1.3811
C 0.8538 0.6097 1.2572
C 1.9365 -0.0102 2.1086
F 1.7252 0.3523 3.4073
F 1.9128 -1.3628 2.0921
C 3.4005 0.4353 1.8336
F 3.4462 1.7711 1.9252
F 4.1931 -0.0804 2.7704
S 4.1541 -0.0300 0.1482
F 5.4178 0.8545 0.4953
F 4.8555 -1.3075 0.7445
F 2.8947 -0.9279 -0.2568
F 3.4349 1.2294 -0.5205
F 4.7967 -0.3592 -1.2505
C -0.2594 -0.9759 -1.0632
O -1.1368 0.0227 -1.6271
C -2.2297 0.1654 -0.8460
O -2.8905 1.1530 -0.8641
C -2.3303 -1.1178 0.0147
O -2.6390 -2.1842 -0.8845
C -3.2665 -1.1603 1.2373
C -4.2304 -0.0047 1.4134
O -5.2364 -0.1668 0.4144
H 1.2378 -4.2611 1.8311
H 0.7626 -3.3723 -0.8450
H -0.2640 -2.6270 1.9390
H -1.4006 -3.3057 0.7777
H -1.2675 0.5862 1.3974
H -0.4896 -0.6155 2.3750
H 0.7132 1.6120 1.6683
H 1.1784 0.7449 0.2278
H -0.2599 -1.8471 -1.7145
H 0.7397 -0.5437 -1.0720
H -3.5839 -2.1344 -1.0826
H -3.8709 -2.0678 1.1537
H -2.6689 -1.2786 2.1450
H -3.7140 0.9504 1.2966
H -4.6707 -0.0397 2.4166
H -5.9310 0.4853 0.5539
C -3.1608 4.7038 1.0826
O -2.6551 5.3172 2.2768
C -2.3718 4.4625 3.2556
O -2.5082 3.2656 3.2025
O -1.9099 5.1479 4.2992
C -1.5563 4.3412 5.4282
H -3.3389 5.5201 0.3900
H -2.4334 4.0087 0.6678
H -4.0885 4.1740 1.2895
H -0.7684 3.6383 5.1636
H -2.4234 3.7940 5.7930
H -1.2035 5.0367 6.1831
C 4.5878 -1.3085 -4.3557
O 3.9261 -2.1870 -5.2736
C 2.7421 -1.7420 -5.6927
O 2.2178 -0.7107 -5.3571
O 2.2335 -2.6335 -6.5428
C 0.9504 -2.2779 -7.0696
H 5.5116 -1.8091 -4.0825
H 4.8002 -0.3516 -4.8291
H 3.9710 -1.1491 -3.4748
H 1.0098 -1.3412 -7.6204
H 0.2218 -2.1790 -6.2672
H 0.6736 -3.0905 -7.7339
*
```

Values from the calculation:
LUMO ... 0.014 Eh
HOMO energy ... -9.85 eV
SMILES ... [H]/N=C\C[C@@]1(CCC(F)(F)C(F)(F)S(F)(F)(F)(F)F)COC(=O)[C@]1(O)CCO.COC(=O)OC.COC(=O)OC
Strongest force on any atom ... 0.6 eV/Å
Gap between HOMO and LUMO ... 0.3760 Eh

Molecular formula: C18H28N2O6
Method: DFT, the ωB97M-V functional and the def2-TZVPD basis

```
! RIJCOSX wB97M-V def2-TZVPD def2/J DEFGRID3
* xyz 0 1
C 4.6472 1.5352 3.9775
C 4.5490 1.7848 2.4736
O 4.0688 0.6695 1.7505
C 2.6705 0.4622 1.8020
C 1.8772 1.3845 0.8601
H 0.8916 0.9412 0.7138
C 2.5804 1.5686 -0.4885
N 2.9136 0.3123 -1.1168
C 2.2851 -0.1527 -2.2052
O 1.4116 0.4637 -2.7914
C 2.7255 -1.5424 -2.6533
H 2.3925 -1.6753 -3.6840
H 3.8101 -1.6390 -2.6152
C 2.0650 -2.5984 -1.7511
N 0.7041 -2.2238 -1.4456
C 0.3458 -1.8312 -0.1971
O 1.0340 -2.0756 0.7805
C -0.9428 -1.0996 -0.1084
C -1.7406 -1.2772 1.0161
C -2.9188 -0.5640 1.1437
C -3.3023 0.3722 0.1580
C -2.4607 0.5832 -0.9455
C -1.3015 -0.1734 -1.0776
H -0.6375 0.0187 -1.9039
O -2.8109 1.5523 -1.8497
C -2.0156 1.7171 -3.0019
H -0.9843 1.9843 -2.7575
H -2.4795 2.5324 -3.5553
H -2.0146 0.8146 -3.6208
O -4.4709 1.0139 0.4335
C -5.1828 1.6833 -0.5818
H -4.6873 2.6074 -0.8862
H -5.3279 1.0479 -1.4588
H -6.1516 1.9172 -0.1402
O -3.7882 -0.6838 2.1845
C -3.4621 -1.5775 3.2199
H -4.2777 -1.5030 3.9375
H -2.5221 -1.3028 3.7093
H -3.3923 -2.6083 2.8569
H -1.4172 -1.9835 1.7620
H 0.1256 -1.9439 -2.2224
H 2.0852 -3.5778 -2.2399
H 2.5802 -2.6748 -0.7898
H 3.5754 -0.2623 -0.6187
H 1.9313 2.1121 -1.1785
H 3.5058 2.1349 -0.3444
H 1.7418 2.3710 1.3074
H 2.2901 0.5759 2.8231
H 2.5170 -0.5789 1.5086
H 5.5487 1.9705 2.0693
H 3.9275 2.6693 2.2817
H 5.1190 2.3876 4.4586
H 5.2428 0.6456 4.1654
H 3.6627 1.3918 4.4160
*
```

Values from the calculation:
Energy above the lowest of the compared OMol25 structures with the same formula, charge and spin ... 245.9 kJ/mol
LUMO ... 0.030 Eh
HOMO energy ... -7.97 eV
SMILES ... CCOCCCNC(=O)CCNC(=O)c1cc(OC)c(OC)c(OC)c1
Strongest force on any atom ... 0.7 eV/Å
Gap between HOMO and LUMO ... 0.3230 Eh

Molecular formula: C18H28NO4
Method: DFT, the ωB97M-V functional and the def2-TZVPD basis

```
! RIJCOSX wB97M-V def2-TZVPD def2/J DEFGRID3
* xyz 1 1
C 3.3035 2.4676 -0.4128
C 3.4039 1.9645 1.0178
H 4.3398 2.2760 1.4824
H 2.5536 2.3154 1.6095
O 3.4393 0.5252 1.0674
C 2.3106 -0.1286 0.9887
O 1.2063 0.3673 0.9011
C 2.5222 -1.6412 1.0040
C 1.2649 -2.3384 1.5255
N 0.1203 -2.0785 0.6254
C -1.1544 -2.5675 1.1930
H -1.8170 -2.8861 0.3872
H -0.9769 -3.4279 1.8418
C -1.8764 -1.4845 2.0131
O -2.7588 -2.1692 2.8559
H -3.2892 -1.5499 3.3700
C -2.6035 -0.5092 1.0705
O -1.6540 -0.0727 0.1247
C -1.9862 0.9785 -0.7138
C -3.2634 1.4922 -0.8595
C -3.4693 2.5338 -1.7521
C -2.4247 3.0525 -2.4894
C -1.1383 2.5397 -2.3484
C -0.9331 1.5014 -1.4560
H 0.0537 1.0909 -1.3061
C -0.0012 3.1187 -3.1312
H 0.8480 2.4400 -3.1593
H -0.3107 3.3365 -4.1506
H 0.3230 4.0551 -2.6770
H -2.6018 3.8624 -3.1798
H -4.4634 2.9369 -1.8677
H -4.0972 1.0988 -0.3006
H -3.0067 0.3365 1.6420
H -3.4357 -1.0348 0.5811
H -1.1351 -0.9163 2.6003
C 0.3919 -2.6151 -0.7259
C 1.6258 -1.9491 -1.3219
C 2.8391 -2.1348 -0.4153
H 3.6950 -1.5903 -0.8127
H 3.1092 -3.1912 -0.3688
H 1.8241 -2.3843 -2.3010
H 1.4240 -0.8870 -1.4691
H -0.4747 -2.4136 -1.3572
H 0.5346 -3.6961 -0.6469
H 0.0515 -1.0286 0.5413
H 1.0152 -1.9700 2.5224
H 1.4304 -3.4177 1.5800
H 3.3665 -1.8598 1.6613
H 3.3893 3.5497 -0.4157
H 4.1044 2.0514 -1.0189
H 2.3439 2.1974 -0.8467
*
```

Values from the calculation:
Energy above the lowest of the compared OMol25 structures with the same formula, charge and spin ... 0.0 kJ/mol
LUMO ... -0.076 Eh
HOMO energy ... -11.27 eV
SMILES ... CCOC(=O)[C@@H]1CCC[N@@H+](C[C@H](O)COc2cccc(C)c2)C1
Strongest force on any atom ... 1.0 eV/Å
Gap between HOMO and LUMO ... 0.3381 Eh

Molecular formula: C18H28NO5P2Pd
Method: DFT, the ωB97M-V functional and the def2-TZVPD basis

```
! RIJCOSX wB97M-V def2-TZVPD def2/J DEFGRID3
* xyz 3 5
Pd -0.2728 -0.6563 -0.3543
P 1.9365 -1.2744 -0.3647
C 2.0839 -1.7891 -2.0190
C 0.9546 -1.8425 -2.8526
N -0.2454 -1.3878 -2.3497
C -1.4082 -1.6888 -2.9215
C -1.4576 -2.4768 -4.0624
C -0.2667 -2.7290 -4.7446
C 0.9473 -2.3728 -4.1866
C -2.6656 -1.1734 -2.2633
P -2.3151 0.1887 -1.1443
H 1.8829 -2.5808 -4.6829
H -2.4344 -2.7664 -4.4483
H -0.3059 -3.3221 -5.6502
H -3.3371 -0.8020 -3.0377
H -3.1525 -1.9654 -1.6864
H 3.6275 2.0900 -3.1736
H 3.0374 -1.6317 -2.4894
H 0.5627 2.6929 -1.5803
O 2.6873 2.3051 -3.4059
H 2.6627 2.2297 -4.3894
H 0.0047 1.3032 -0.8927
O 0.2510 2.3586 -0.7270
H 0.9203 2.2916 0.0039
C -2.2532 1.6158 -2.2550
H -3.2370 1.7284 -2.7327
H -2.0231 2.5492 -1.7160
H -1.5092 1.4375 -3.0500
C -3.6979 0.3436 0.0159
H -3.6277 1.3047 0.5478
H -4.6584 0.2772 -0.5169
H -3.6332 -0.4795 0.7433
C 2.1388 -2.7640 0.6556
H 3.1867 -2.9180 0.9466
H 1.5082 -2.6295 1.5470
H 1.7983 -3.6070 0.0356
C 3.0464 0.0118 0.3106
H 2.5625 0.5012 1.1740
H 3.9993 -0.4209 0.6521
H 3.2693 0.7783 -0.4487
O 0.4035 3.3497 3.8409
C 0.1633 2.1894 4.4767
C 0.1867 2.1611 5.8836
C -0.0608 0.9687 6.5404
C -0.4143 -0.1856 5.8352
C -0.4604 -0.1502 4.4422
C -0.1131 1.0100 3.7381
C 0.0228 1.0183 2.2468
O -0.4014 -0.0624 1.7019
O 0.5855 1.9978 1.6496
H 0.5159 3.1226 2.8698
H 0.4075 3.0813 6.4267
H 0.0032 0.9286 7.6235
H -0.6473 -1.1196 6.3652
H -0.7582 -1.0392 3.8728
*
```

Values from the calculation:
Energy above the lowest of the compared OMol25 structures with the same formula, charge and spin ... 43.5 kJ/mol
LUMO (spin up / spin down) ... -0.315 / -0.453 Eh
HOMO energy (spin up / spin down) ... -15.77 / -18.54 eV
<S²> ... 6.07
Strongest force on any atom ... 2.7 eV/Å
Gap between HOMO and LUMO (spin up / spin down) ... 0.2645 / 0.2288 Eh

Molecular formula: C18H28O14Rb2
Method: DFT, the ωB97M-V functional and the def2-TZVPD basis

```
! RIJCOSX wB97M-V def2-TZVPD def2/J DEFGRID3
* xyz 0 1
Rb 5.0391 1.9892 -0.3470
Rb -0.4500 5.8366 -2.0047
O 2.2404 1.6863 0.2775
C 0.9201 1.2977 0.3255
C -0.1718 2.3609 0.4595
O -0.2251 3.5184 -0.2992
H 0.6988 0.4958 1.0745
H 0.7835 0.6952 -0.6159
H -0.3874 2.5927 1.5229
H -1.1057 1.8339 0.1464
C -1.1954 1.3598 -3.7175
C -2.5033 0.6139 -3.7865
C -3.7083 1.4388 -3.3248
O -4.1170 1.9864 -4.6103
C -3.7051 1.1752 -5.6340
O -4.1144 1.2336 -6.7407
O -2.8465 0.2662 -5.1264
H -0.2779 0.7910 -3.9245
H -0.8892 1.7706 -2.7493
H -1.1214 2.0485 -4.5688
H -2.4238 -0.3364 -3.2574
H -3.4822 2.3340 -2.7552
H -4.4856 0.7809 -2.9436
C 1.9015 1.1408 4.2091
C 3.1422 0.5289 4.7931
C 4.4878 1.3067 4.7429
O 5.0553 1.1817 6.0306
C 4.0525 0.8642 6.9068
O 4.1190 0.9615 8.0810
O 2.9559 0.5274 6.2315
H 1.5834 2.0933 4.6337
H 1.0652 0.4837 4.4567
H 2.0103 1.2678 3.1273
H 3.3461 -0.5012 4.4920
H 4.2547 2.3635 4.5719
H 5.0513 0.9516 3.8862
C 2.9447 -2.6559 -0.8949
C 1.5665 -3.1467 -1.2863
C 0.9312 -2.1688 -2.2841
O 0.3188 -3.0386 -3.2285
C 0.7992 -4.2936 -3.1060
O 0.4414 -5.2273 -3.7436
O 1.7027 -4.3314 -2.0803
H 3.5779 -3.4508 -0.4737
H 2.8646 -2.0425 0.0089
H 3.5404 -2.2508 -1.7077
H 0.9828 -3.3143 -0.3815
H 1.6493 -1.5190 -2.7858
H 0.2124 -1.4958 -1.8198
C -1.8084 -1.6220 1.9040
C -2.5810 -0.5488 1.1782
C -2.5627 -0.5606 -0.3424
O -3.8701 -0.1148 -0.7122
C -4.7262 -0.6284 0.2307
O -5.9259 -0.6373 0.1890
O -3.9936 -0.9246 1.3338
H -0.7801 -1.7896 1.5748
H -2.2487 -2.6168 1.8188
H -1.8053 -1.3635 2.9629
H -2.4982 0.4422 1.6249
H -2.4479 -1.6092 -0.6620
H -1.7814 -0.0303 -0.8802
*
```

Values from the calculation:
Energy above the lowest of the compared OMol25 structures with the same formula, charge and spin ... 133.3 kJ/mol
LUMO ... -0.054 Eh
HOMO energy ... -6.06 eV
Strongest force on any atom ... 2.2 eV/Å
Gap between HOMO and LUMO ... 0.1691 Eh

Molecular formula: C18H29AuN3O3Ta
Method: DFT, the ωB97M-V functional and the def2-TZVPD basis

```
! RIJCOSX wB97M-V def2-TZVPD def2/J DEFGRID3
* xyz 2 1
N 1.9663 -0.3193 -0.1048
C 3.0567 -0.9373 0.1276
O 4.0540 -1.2277 -0.4970
Au 2.6509 -0.5794 -2.6795
Ta 0.0483 -0.0118 -0.4813
N -0.4503 -1.4851 -1.7145
N -0.1735 1.6569 -1.4764
C -0.3125 -2.9935 -1.4092
C 0.4363 3.0480 -1.6323
C 0.8503 -3.5482 -2.2164
C -1.6225 -3.7122 -1.7746
C -0.0476 -3.0746 0.0580
C 0.1040 3.6428 -3.0007
C -0.1285 3.9259 -0.5079
C 1.9139 2.8772 -1.4788
H 0.7730 -3.3766 -3.2832
H 0.9122 -4.6437 -2.0567
H 1.8035 -3.1337 -1.8705
H -2.4745 -3.2534 -1.2808
H -1.5450 -4.7478 -1.4103
H -1.8103 -3.7631 -2.8443
H 0.8504 -2.5192 0.3615
H 0.1313 -4.1265 0.3239
H -0.9080 -2.7390 0.6539
H 0.4180 2.9815 -3.8028
H 0.6620 4.5859 -3.1119
H -0.9483 3.8800 -3.1230
H -1.2124 4.0088 -0.5408
H 0.2860 4.9466 -0.6047
H 0.1533 3.5392 0.4741
H 2.1907 2.3709 -0.5470
H 2.3965 3.8763 -1.4685
H 2.3463 2.3237 -2.3122
C -1.6522 1.5872 -1.9256
H -2.0287 0.6108 -1.6461
H -2.2461 2.3539 -1.4362
H -1.7382 1.6994 -3.0199
C -1.0414 -1.2280 -3.1113
H -2.1298 -1.4186 -3.1096
H -0.8815 -0.1879 -3.3521
H -0.5712 -1.8336 -3.8744
O -0.8266 1.6244 2.0302
C -0.4133 0.5862 2.4015
O 0.0053 -0.3507 1.5298
C -0.3327 0.2283 3.9167
C 0.1920 -0.9754 4.3716
C 0.2565 -1.2500 5.7437
C -0.2041 -0.3144 6.6736
C -0.7346 0.9050 6.2206
C -0.7964 1.1714 4.8529
H 0.5594 -1.7204 3.6607
H 0.6740 -2.2047 6.0927
H -0.1515 -0.5287 7.7474
H -1.0963 1.6402 6.9500
H -1.2130 2.1343 4.5151
*
```

Values from the calculation:
LUMO ... -0.375 Eh
HOMO energy ... -13.85 eV
Strongest force on any atom ... 7.3 eV/Å
Gap between HOMO and LUMO ... 0.1339 Eh

Molecular formula: C18H29CeN2O4P2S2
Method: DFT, the ωB97M-V functional and the def2-TZVPD basis

```
! RIJCOSX wB97M-V def2-TZVPD def2/J DEFGRID3
* xyz 1 1
C 0.8359 -1.1403 -4.6548
C 0.9144 -0.7300 -3.2845
N -0.2777 -0.5706 -2.5875
C -1.4768 -0.8527 -3.1645
C -1.5808 -1.2259 -4.5042
C -0.3908 -1.3634 -5.2533
C 2.1437 -0.4248 -2.6372
P 2.1159 -0.1748 -0.8768
Ce -0.1642 0.1385 -0.5357
P -2.4631 0.1641 -0.7254
C -2.7004 -0.8572 -2.2659
O 1.6729 2.3572 -3.4216
O -0.9850 2.8117 -3.1314
H 1.7671 -1.2661 -5.2155
H -2.5597 -1.4341 -4.9434
H -0.4398 -1.6658 -6.3054
C 2.9195 -1.5800 0.0130
C 3.2328 1.2390 -0.4766
H -3.6075 -0.5638 -2.8220
H -2.8578 -1.8946 -1.9106
H 1.8816 1.4039 -3.1572
H 3.0759 -0.6849 -3.1558
C -3.5059 -0.6430 0.5537
C -3.2982 1.7607 -1.0801
H 0.1700 1.4797 -0.5904
H -0.8771 3.7050 -2.7582
H -0.0411 2.5694 -3.3521
H 2.0205 2.4196 -4.3293
H -0.2888 -1.3892 -0.0951
H -0.2646 1.4046 -1.2909
H 3.9642 -1.7101 -0.3198
H 2.8981 -1.3834 1.0989
H 2.3471 -2.4967 -0.1996
H 4.2798 0.9980 -0.7329
H 2.9078 2.1101 -1.0687
H 3.1603 1.4715 0.5994
H -4.3655 1.6153 -1.3223
H -3.2059 2.4125 -0.1944
H -2.7620 2.2197 -1.9292
H -4.5666 -0.6938 0.2528
H -3.1148 -1.6564 0.7397
H -3.4100 -0.0621 1.4863
O 3.2741 1.5275 4.7001
S 2.5940 0.1974 4.3438
O 3.5776 -0.7018 3.5822
N 1.6620 0.7685 2.9682
C 0.4072 0.5059 3.0896
S -0.8252 1.1354 1.9654
C 0.0326 -0.1609 4.3446
C -1.2512 -0.5238 4.7701
C -1.4004 -1.1271 6.0284
C -0.2758 -1.3536 6.8441
C 1.0052 -0.9824 6.4027
C 1.1290 -0.3907 5.1457
H -2.1180 -0.3418 4.1475
H -2.3858 -1.4114 6.3747
H -0.4017 -1.8116 7.8164
H 1.8733 -1.1461 7.0268
*
```

Values from the calculation:
LUMO (spin up / spin down) ... -0.196 / -0.203 Eh
HOMO energy (spin up / spin down) ... -10.83 / -10.82 eV
Strongest force on any atom ... 15.4 eV/Å
Gap between HOMO and LUMO (spin up / spin down) ... 0.2022 / 0.1942 Eh